The following is a DFT calculation (ωB97M-V/def2-TZVPD) of a structure of composition C3H4AuO3 in a non-equilibrium geometry.

Summary:
* spin multiplicity: 4
* LUMO level (alpha / beta): -0.284 / -3.041 eV
* HOMO-LUMO gap (alpha / beta): 7.0 / 7.6 eV
* <S²>: 3.765
* energy above the lowest of the compared OMol25 structures with the same formula, charge and spin: 0.000 eV
* E_HOMO (alpha / beta): -7.3 / -10.6 eV

Last column: Löwdin spin population.
CARTESIAN COORDINATES (ANGSTROEM)
O: -0.782 0.264 -1.090  0.49
C: -1.650 0.933 -0.300  0.03
C: 0.368 -1.045 -0.145  0.24
O: -2.803 0.516 -0.138  0.11
O: -1.100 1.872 0.395  0.38
C: 1.424 -0.369 0.518  0.33
H: -0.467 -1.395 0.474  0.01
H: 0.638 -1.614 -1.040  0.01
H: 1.297 -0.176 1.591  0.01
H: 2.440 -0.565 0.158  0.03
Au: 0.635 1.578 -0.423  1.37

The following is a DFT calculation (ωB97M-V/def2-TZVPD) of an isolated molecule of C3H4BN in a non-equilibrium geometry.

Summary:
* SMILES: BC(=C)C#N
* LUMO level (alpha / beta): -1.151 / -0.968 eV
* HOMO-LUMO gap (alpha / beta): 8.4 / 8.4 eV
* energy above the lowest of the compared OMol25 structures with the same formula, charge and spin: 2.381 eV
* E_HOMO (alpha / beta): -9.5 / -9.3 eV

Last column: Mulliken charge in e.
CARTESIAN COORDINATES (ANGSTROEM)
B: -0.246 -0.314 1.389  0.07
C: 0.379 1.608 -0.369  0.25
C: -0.056 -0.743 -1.222  -0.73
C: 0.161 0.320 0.006  0.29
N: 0.585 2.755 -0.556  -0.42
H: 0.529 -0.705 2.237  -0.01
H: -1.325 -0.579 1.652  -0.01
H: 0.093 -0.540 -2.284  0.32
H: -0.121 -1.802 -0.854  0.24

The following is a DFT calculation (ωB97M-V/def2-TZVPD) of a cluster of 2 separate species, C3H4BNO2 in total in a non-equilibrium geometry.

Summary:
* SMILES: C=C=C=N.O=BO
* LUMO level: -1.075 eV
* HOMO-LUMO gap: 8.5 eV
* energy above the lowest of the compared OMol25 structures with the same formula, charge and spin: 2.332 eV
* E_HOMO: -9.6 eV

Last column: Mulliken charge in e.
CARTESIAN COORDINATES (ANGSTROEM)
B: -2.080 0.026 0.181  0.43
C: 0.878 0.693 0.058  0.47
C: 1.039 -1.774 -0.729  -0.78
C: 1.027 -0.537 -0.285  0.19
N: 0.651 1.849 0.421  -0.63
O: -1.812 1.092 0.845  -0.39
O: -2.553 -0.861 -0.507  -0.49
H: 0.446 -2.465 -0.190  0.30
H: 1.956 -1.965 -1.281  0.27
H: -0.904 1.390 0.965  0.38
H: 1.352 2.551 0.522  0.23

The following is a DFT calculation (ωB97M-V/def2-TZVPD) of a structure of composition C3H4BiO3 in a non-equilibrium geometry.

Summary:
* spin multiplicity: 2
* LUMO level (alpha / beta): -1.183 / -1.076 eV
* HOMO-LUMO gap (alpha / beta): 5.5 / 6.2 eV
* <S²>: 0.755
* energy above the lowest of the compared OMol25 structures with the same formula, charge and spin: 4.891 eV
* E_HOMO (alpha / beta): -6.7 / -7.3 eV

Last column: Löwdin spin population.
CARTESIAN COORDINATES (ANGSTROEM)
O: 0.563 -0.329 -1.554  0.14
C: 1.693 -0.877 -1.549  0.03
C: 2.839 -0.782 -2.228  -0.01
H: 1.490 -1.859 -0.433  0.00
H: 3.616 -0.104 -1.874  0.00
H: 2.957 -1.296 -3.195  0.00
O: -0.022 -1.333 1.417  0.07
C: 0.298 -2.414 0.733  0.05
O: -0.724 -2.803 -0.007  0.05
Bi: -1.327 -0.775 -0.156  0.67
H: 0.692 -3.229 1.379  0.00

The following is a DFT calculation (ωB97M-V/def2-TZVPD) of a cluster of 2 separate species, C3H4Br2N2 in total in a non-equilibrium geometry.

Summary:
* SMILES: Brn1cccn1.Br
* LUMO level: 0.081 eV
* HOMO-LUMO gap: 9.4 eV
* energy above the lowest of the compared OMol25 structures with the same formula, charge and spin: 1.249 eV
* E_HOMO: -9.3 eV

Last column: Mulliken charge in e.
CARTESIAN COORDINATES (ANGSTROEM)
C: -0.298 -0.962 0.346  -0.28
C: -0.032 -0.055 -0.673  -0.29
C: 0.518 -1.996 0.071  -0.21
N: 0.919 -0.422 -1.528  -0.64
N: 1.216 -1.631 -1.097  0.36
Br: 1.285 4.080 0.627  -0.18
Br: 2.566 -2.577 -1.940  0.02
H: -0.932 -0.858 1.252  0.31
H: -0.714 0.776 -0.908  0.39
H: 0.812 4.538 1.780  0.18
H: 0.633 -2.857 0.778  0.34

The following is a DFT calculation (ωB97M-V/def2-TZVPD) of a structure of composition C3H4Br2O in a non-equilibrium geometry.

Summary:
* LUMO level: 0.466 eV
* HOMO-LUMO gap: 9.0 eV
* energy above the lowest of the compared OMol25 structures with the same formula, charge and spin: 4.225 eV
* E_HOMO: -8.5 eV

Last column: Mulliken charge in e.
CARTESIAN COORDINATES (ANGSTROEM)
C: -0.248 -0.780 -0.430  -0.22
C: -0.483 -0.495 0.956  -0.25
C: -2.785 0.251 -0.777  -0.03
O: -1.122 0.239 -0.094  -0.13
Br: -3.594 1.688 0.257  -0.12
Br: -3.565 -1.443 -0.153  -0.16
H: 0.768 -0.417 -0.765  0.24
H: -0.652 -1.774 -0.844  0.22
H: 0.350 -0.063 1.525  0.25
H: -1.157 -1.155 1.631  0.19

The following is a DFT calculation (ωB97M-V/def2-TZVPD) of a cluster of 2 separate species, C3H4Br2S in total in a non-equilibrium geometry.

Summary:
* LUMO level (alpha / beta): -0.779 / -0.814 eV
* HOMO-LUMO gap (alpha / beta): 7.8 / 7.5 eV
* energy above the lowest of the compared OMol25 structures with the same formula, charge and spin: 3.910 eV
* E_HOMO (alpha / beta): -8.5 / -8.4 eV

Last column: Mulliken charge in e.
CARTESIAN COORDINATES (ANGSTROEM)
C: 0.919 -1.447 0.634  -0.55
C: -0.215 -1.083 0.062  0.17
C: -0.595 1.197 -0.801  -0.28
S: 0.828 1.975 -0.247  -0.16
Br: -1.723 -2.211 -0.370  -0.13
Br: -2.230 1.799 -0.175  0.01
H: 1.181 -2.516 0.835  0.24
H: 1.723 -0.767 0.789  0.23
H: -0.444 1.170 -1.932  0.30
H: 0.555 1.884 1.206  0.17

The following is a DFT calculation (ωB97M-V/def2-TZVPD) of a structure of composition C3H4BrIO2 in a non-equilibrium geometry.

Summary:
* spin multiplicity: 3
* LUMO level (alpha / beta): 0.284 / -2.589 eV
* HOMO-LUMO gap (alpha / beta): 5.9 / 6.9 eV
* <S²>: 2.007
* E_HOMO (alpha / beta): -5.6 / -9.5 eV

Last column: Löwdin spin population.
CARTESIAN COORDINATES (ANGSTROEM)
C: 0.349 -0.032 -0.707  0.45
C: 1.522 -0.002 1.249  0.05
C: -1.776 -0.026 -1.049  0.57
O: 1.123 -0.113 -1.581  0.25
O: 0.260 0.176 0.545  0.09
Br: -2.466 -1.409 0.006  0.20
I: -2.318 2.009 -0.535  0.35
H: 1.732 -1.173 1.391  0.00
H: 1.412 0.508 2.156  0.01
H: 2.265 0.417 0.584  0.01
H: -2.102 -0.354 -2.058  0.02

The following is a DFT calculation (ωB97M-V/def2-TZVPD) of a cluster of 2 separate species, C3H4BrN in total in a non-equilibrium geometry.

Summary:
* LUMO level: -0.011 eV
* HOMO-LUMO gap: 10.4 eV
* energy above the lowest of the compared OMol25 structures with the same formula, charge and spin: 2.088 eV
* E_HOMO: -10.4 eV

Last column: Mulliken charge in e.
CARTESIAN COORDINATES (ANGSTROEM)
C: -0.538 1.547 -0.090  0.20
C: 0.741 -0.700 0.407  -0.99
C: -0.447 0.112 -0.222  0.02
N: -0.626 2.707 -0.039  -0.37
Br: -2.095 -0.878 -0.019  -0.05
H: 0.501 -1.818 0.099  0.29
H: 0.914 -0.503 1.488  0.31
H: 1.793 -0.480 0.135  0.33
H: -0.244 0.013 -1.759  0.26

The following is a DFT calculation (ωB97M-V/def2-TZVPD) of an isolated molecule of C3H4BrN in a non-equilibrium geometry.

Summary:
* SMILES: NCC#CBr
* LUMO level: 0.833 eV
* HOMO-LUMO gap: 10.3 eV
* energy above the lowest of the compared OMol25 structures with the same formula, charge and spin: 2.266 eV
* E_HOMO: -9.4 eV

Last column: Mulliken charge in e.
CARTESIAN COORDINATES (ANGSTROEM)
C: -0.083 -0.355 -0.658  -0.35
C: -0.865 0.410 0.407  0.05
C: -1.197 1.367 1.065  -0.06
N: 1.244 -0.795 -0.123  -0.52
Br: -1.831 2.454 2.354  -0.06
H: -0.080 0.313 -1.523  0.22
H: -0.657 -1.239 -0.880  0.29
H: 2.175 -0.389 -0.303  0.21
H: 1.293 -1.765 -0.340  0.21

For each record above, in turn, the calculated energy values are -477.86432 -196.17260 -346.77596 -556.79581 -5374.17369 -5339.78897 -5662.76094 -3138.68050 -2745.38528 -2745.37875 hartree.